Below is a molecular structure, C30H31Cl3F6N2O6PdS2 at a distorted geometry, with properties calculated with ωB97M-V/def2-TZVPD.

The geometry in XYZ format:
```
81
Properties=species:S:1:pos:R:3:forces:R:3:lowdin_spin:R:1
Pd -0.272853 0.020306 -0.066463 0.512 -0.071 -0.462 1.01
Cl 6.185612 2.355167 2.484594 -0.019 -0.003 -0.005 0.08
C 4.927452 1.606360 1.590989 -0.001 0.003 0.037 0.19
C 3.795199 1.143909 2.269035 -0.056 -0.011 0.006 -0.02
C 2.792696 0.547156 1.557298 -0.191 0.005 0.161 0.15
Cl 1.346428 0.062193 2.331606 0.415 -0.062 0.228 0.05
C 2.890833 0.318435 0.123182 -0.211 -0.182 -0.171 0.08
O 2.047150 -0.324261 -0.523631 0.553 0.001 0.235 0.31
C 4.062145 0.885313 -0.511556 0.369 0.162 -0.031 0.15
Cl 4.190387 0.759312 -2.211866 0.031 0.000 0.101 0.05
C 5.055929 1.498228 0.203858 -0.084 -0.027 -0.141 -0.02
H 3.701984 1.270034 3.337899 0.029 0.038 -0.002 0.00
H 5.923693 1.895173 -0.302186 0.025 0.005 0.041 0.00
F -2.489570 -1.616194 3.606928 -0.040 0.033 -0.016 0.00
C -2.810718 -2.610537 2.782675 0.023 0.010 -0.029 0.00
F -4.136557 -2.700631 2.709145 0.020 -0.018 -0.014 0.00
F -2.336208 -3.749215 3.284944 0.077 0.011 -0.037 0.00
S -2.094976 -2.313807 1.095472 -0.154 -0.010 0.294 0.00
O -0.762670 -1.795611 1.374321 -0.124 -0.018 -0.097 0.03
O -2.214828 -3.571988 0.436081 -0.081 0.014 -0.079 0.00
N -3.063312 -1.245130 0.456781 0.252 -0.050 -0.011 0.00
S -2.837908 0.309133 0.589156 -1.106 0.312 0.355 0.00
O -1.890423 0.725742 1.611142 0.006 0.170 -0.221 0.03
O -2.805367 0.979355 -0.681529 -0.139 -0.190 0.004 0.01
C -4.452168 0.824934 1.317894 0.112 -0.105 0.067 0.00
F -4.466163 2.152628 1.431188 0.010 0.062 0.011 0.00
F -5.479831 0.450263 0.566152 0.004 -0.036 -0.065 0.00
F -4.586752 0.290102 2.531802 -0.055 0.020 -0.009 0.00
C -0.397473 -6.096478 -6.448008 -0.007 0.055 0.025 0.00
C -0.214210 -5.251803 -5.218448 -0.015 0.018 0.017 0.00
C 0.983715 -5.258044 -4.515388 0.006 -0.016 -0.039 0.00
C 1.168240 -4.464036 -3.395124 0.001 0.084 0.069 0.00
C 2.492917 -4.527720 -2.671965 -0.054 0.030 -0.014 0.00
C 0.119866 -3.623721 -2.971339 -0.070 -0.161 -0.116 0.00
C 0.335384 -2.761769 -1.814167 0.046 0.055 0.199 0.00
O -0.457777 -1.931970 -1.409736 0.016 0.004 -0.382 0.02
C -1.111423 -3.613744 -3.662353 -0.009 0.007 0.005 0.00
C -2.282911 -2.776159 -3.236395 -0.018 0.028 0.050 0.00
C -1.246508 -4.434775 -4.771296 0.020 -0.052 -0.059 0.00
H 0.426995 -6.795130 -6.579282 -0.007 -0.016 0.003 0.00
H -0.448266 -5.461351 -7.334718 0.000 -0.022 -0.015 0.00
H -1.330009 -6.659158 -6.396731 0.010 -0.019 -0.008 0.00
H 1.791127 -5.899692 -4.849934 0.006 0.002 0.013 0.00
H 3.157189 -5.232667 -3.168442 -0.012 -0.006 -0.010 0.00
H 2.366376 -4.857266 -1.639963 0.033 0.002 0.010 0.00
H 2.989520 -3.556556 -2.653771 0.019 0.005 0.015 0.00
H 1.292274 -2.874910 -1.283939 0.048 0.022 -0.022 0.00
H -2.031587 -1.716187 -3.206448 -0.030 -0.042 -0.034 0.00
H -2.598414 -3.035586 -2.224171 -0.001 0.019 -0.010 0.00
H -3.117877 -2.927163 -3.919306 -0.001 -0.027 -0.013 0.00
H -2.191406 -4.447206 -5.303562 -0.006 0.039 0.007 0.00
C 1.279676 -0.174332 -3.864746 0.019 0.063 -0.071 0.01
C 0.516853 1.086340 -4.270339 -0.154 -0.062 0.085 0.02
C -1.000965 0.881204 -4.149300 0.152 0.046 -0.039 0.02
C 0.961743 2.310257 -3.503554 -0.060 -0.173 0.137 0.18
C 1.665939 3.299635 -4.149667 0.092 0.063 -0.003 -0.01
C 2.010288 4.492559 -3.518696 -0.044 -0.078 0.059 0.18
C 1.563107 4.739133 -2.221911 0.047 0.080 -0.072 -0.01
C 0.848090 3.807182 -1.506288 -0.051 -0.142 0.108 0.18
C 0.253855 4.185925 -0.168858 -0.063 -0.070 0.040 0.01
C 0.852752 3.426122 1.016039 0.022 -0.001 -0.053 0.01
C -1.273614 4.042098 -0.186476 0.100 -0.018 0.000 0.01
C 0.627263 2.497975 -2.099980 0.105 0.511 -0.418 0.14
N 0.127072 1.536476 -1.386639 -0.098 -0.249 0.331 1.13
H 0.931146 -1.026416 -4.450875 -0.031 -0.035 -0.003 0.00
H 1.118230 -0.386170 -2.810983 0.065 -0.051 0.038 0.00
H 2.352804 -0.057168 -4.029130 -0.119 -0.040 -0.032 0.00
H 0.743221 1.293314 -5.319861 -0.003 0.019 -0.008 0.00
H -1.278395 0.606765 -3.130796 -0.058 -0.009 -0.011 0.00
H -1.326611 0.085730 -4.821203 0.014 -0.020 0.001 0.00
H -1.536256 1.794418 -4.415460 -0.032 -0.022 0.019 0.00
H 1.948383 3.142177 -5.183890 -0.027 0.004 -0.007 0.00
H 2.579231 5.243710 -4.049923 -0.011 0.009 -0.002 0.01
H 1.752843 5.704400 -1.767550 -0.001 -0.001 0.003 0.00
H 0.490142 5.244619 -0.030988 0.020 0.007 -0.014 0.00
H 0.510770 2.391205 1.026092 0.009 0.025 0.017 0.00
H 0.526083 3.888343 1.948981 0.010 -0.027 0.015 0.00
H 1.945290 3.440578 0.988089 0.012 0.002 0.011 0.00
H -1.566307 3.006333 -0.362793 -0.033 0.093 0.028 0.00
H -1.714323 4.661891 -0.968675 -0.019 -0.005 -0.001 0.00
H -1.687563 4.349882 0.774828 -0.014 0.013 -0.002 0.00
```
Forces are in eV/Å.

## Properties
total energy = -4626.641756 Eh
ΔE to the lowest compared entry with this formula, charge and spin = 29.53 kJ/mol
HOMO energy (spin up / spin down) = -8.2 / -8.7 eV
net charge = 0
⟨S²⟩ = 6.108
2S+1 = 5
Kohn-Sham gap (spin up / spin down) = 8.2 / 5.7 eV